Entry 1:
C24H19CoN5SSe3Te | the ωB97M-V functional and the def2-TZVPD basis

```
! RIJCOSX wB97M-V def2-TZVPD def2/J DEFGRID3
* xyz -2 4
Co 0.579 -1.209 -0.062
N 0.496 -1.402 4.249
C 0.570 -1.210 2.876
S 0.473 -2.641 1.910
N 0.650 0.006 2.438
N 0.738 0.187 1.112
C 0.675 1.441 0.600
C 0.221 2.576 1.385
C -0.689 3.473 0.805
C -1.219 4.519 1.527
C -0.874 4.696 2.861
C 0.024 3.818 3.449
C 0.571 2.778 2.726
C 0.939 1.543 -0.790
C 1.231 2.756 -1.463
C 1.521 2.739 -2.798
C 1.540 1.515 -3.488
C 1.309 0.365 -2.764
N 1.008 0.357 -1.476
H 0.926 -2.270 4.544
H 0.809 -0.594 4.774
H -1.009 3.302 -0.214
H -1.936 5.187 1.062
H -1.302 5.507 3.437
H 0.295 3.944 4.490
H 1.280 2.109 3.187
H 1.266 3.678 -0.899
H 1.754 3.658 -3.320
H 1.784 1.467 -4.538
H 1.363 -0.610 -3.238
Se 3.645 -0.842 2.227
Se 5.875 -0.835 2.401
Te 4.857 -1.550 -1.384
Se 2.943 -1.511 0.151
C 0.822 -4.142 -3.019
C -0.527 -4.401 -3.285
C -1.479 -3.686 -2.593
C -1.098 -2.722 -1.660
N 0.226 -2.502 -1.386
C 1.134 -3.209 -2.057
C -1.999 -1.900 -0.892
C -3.393 -1.987 -0.961
C -4.182 -1.180 -0.170
C -3.582 -0.284 0.703
C -2.199 -0.197 0.779
C -1.370 -0.986 -0.016
H 1.615 -4.657 -3.541
H -0.819 -5.140 -4.022
H -2.530 -3.866 -2.771
H 2.180 -3.017 -1.825
H -3.866 -2.693 -1.632
H -5.265 -1.248 -0.235
H -4.199 0.359 1.323
H -1.782 0.511 1.487
*
```

Its frontier orbital gap (spin up / spin down) is 3.958 / 4.913 eV. Its strongest force on any atom is 1.713 eV Å⁻¹. As for the highest occupied orbital energy (spin up / spin down): 0.3 / -0.9 eV.

Atom charges from the Mulliken analysis, given in e for atoms 1 to 8: -0.841 -0.609 0.242 -0.601 -1.384 1.609 -0.102 0.220

Entry 2:
C6H16 | the ωB97M-V functional and the def2-TZVPD basis

```
! RIJCOSX wB97M-V def2-TZVPD def2/J DEFGRID3
* xyz 0 1
C -0.774 -0.985 0.513
C -1.365 -0.966 -0.896
C -1.879 -0.589 1.561
C -0.151 -2.354 0.770
H -0.089 -0.162 0.763
H -1.626 0.091 -1.188
H -2.154 -1.699 -1.108
H -2.520 0.239 1.222
H -2.623 -1.412 1.666
H -1.634 -0.165 2.542
H 0.428 -2.741 -0.086
H 0.626 -2.467 1.574
H -0.911 -3.061 1.103
H -0.636 -1.351 -1.615
C 1.313 2.646 -0.657
C 2.559 1.758 -1.046
H 1.601 3.706 -0.868
H 0.374 2.374 -1.103
H 1.014 2.628 0.378
H 3.529 2.169 -1.317
H 2.802 1.076 -0.241
H 2.115 1.267 -1.967
*
```

Its frontier orbital gap is 11.879 eV. Its strongest force on any atom is 2.571 eV Å⁻¹. As for the highest occupied orbital energy: -10.9 eV. Its structure (SMILES) is CC(C)C.CC.

Atom charges from the Mulliken analysis, given in e for atoms 1 to 8: 1.086 -1.344 -1.360 -1.357 -0.056 0.296 0.366 0.357

Entry 3:
C3H5N3O3 | the ωB97M-V functional and the def2-TZVPD basis

```
! RIJCOSX wB97M-V def2-TZVPD def2/J DEFGRID3
* xyz 0 1
C -0.315 0.936 1.654
C 0.613 0.674 -0.946
C 0.529 -0.705 -0.336
H -0.675 0.224 2.423
H -0.714 1.969 2.074
H 0.850 0.853 1.461
H 1.116 -2.505 -0.003
H -0.685 -1.597 1.624
N -1.056 0.696 0.439
N 1.505 -1.576 -0.288
N -0.804 -0.685 0.081
O -0.369 1.429 -0.564
O 1.405 1.034 -1.770
O -1.332 -1.640 0.906
*
```

Its frontier orbital gap is 9.939 eV. Its strongest force on any atom is 4.258 eV Å⁻¹. As for the highest occupied orbital energy: -9.9 eV. Its structure (SMILES) is [H]/N=c1/c(=O)on(C)n1O.

Atom charges from the Mulliken analysis, given in e for atoms 1 to 8: -0.737 0.609 0.314 0.302 0.255 0.327 0.269 0.356

Entry 4:
C20H18FN5O2S2 | the ωB97M-V functional and the def2-TZVPD basis

```
! RIJCOSX wB97M-V def2-TZVPD def2/J DEFGRID3
* xyz 0 1
C 1.115 -3.506 0.314
C 0.142 -2.577 0.960
C -0.921 -2.053 0.237
C -1.815 -1.176 0.814
C -1.707 -0.814 2.142
C -0.666 -1.329 2.891
C 0.256 -2.190 2.302
N 1.310 -2.670 3.093
C 1.321 -2.963 4.421
N 2.522 -3.352 4.747
N 3.246 -3.290 3.635
N 2.557 -2.900 2.654
H 0.476 -2.909 5.071
H -0.551 -1.044 3.925
H -2.435 -0.146 2.572
S -3.065 -0.420 -0.222
O -3.417 -1.333 -1.268
O -4.089 0.106 0.632
N -2.203 0.825 -0.900
C -2.039 2.029 -0.122
C -0.602 2.363 0.124
C 0.015 3.562 -0.048
C 1.396 3.528 0.255
C 1.809 2.299 0.649
S 0.519 1.157 0.672
H 2.791 1.981 0.934
H 2.045 4.380 0.175
H -0.497 4.444 -0.390
H -2.512 2.880 -0.630
H -2.569 1.859 0.819
C -1.997 0.896 -2.330
C -0.536 1.064 -2.656
C 0.351 -0.001 -2.568
C 1.704 0.173 -2.799
C 2.198 1.424 -3.130
C 1.337 2.500 -3.237
C -0.010 2.304 -2.996
F -0.839 3.368 -3.094
H 1.691 3.485 -3.495
H 3.254 1.563 -3.308
H 2.375 -0.668 -2.719
H -0.035 -0.974 -2.310
H -2.377 -0.044 -2.733
H -2.577 1.726 -2.752
H -1.079 -2.338 -0.791
H 1.294 -4.383 0.934
H 2.073 -3.008 0.180
H 0.743 -3.829 -0.654
*
```

Its frontier orbital gap is 8.679 eV. Its strongest force on any atom is 1.627 eV Å⁻¹. As for the highest occupied orbital energy: -8.8 eV. Its structure (SMILES) is Cc1cc(S(=O)(=O)N(Cc2cccs2)Cc2ccccc2F)ccc1-n1cnnn1.

Atom charges from the Mulliken analysis, given in e for atoms 1 to 8: -1.794 0.943 -0.309 -0.767 -0.620 -0.581 0.608 0.391